Entry 1:
22
Properties=species:S:1:pos:R:3:lowdin_charge:R:1 method="wB97M-V/def2-TZVPD" energy_ev=-19833.611 homo_energy_ev=-7.97 smiles=CP(C)C#Cc1ccccc1 homo_lumo_gap_ev=8.3 e_above_lowest_kj_mol=273.5
C -0.004 0.058 0.613 -0.029
C -1.332 -0.032 0.702 -0.219
C 4.157 -0.218 -0.071 -0.054
C 3.465 -1.220 0.616 -0.086
C 3.445 0.925 -0.508 -0.077
C 2.119 -1.094 0.807 -0.056
C 2.099 1.084 -0.220 -0.020
C 1.382 0.036 0.457 -0.265
C -3.352 -1.193 -0.824 -0.272
C -3.670 1.417 0.217 -0.293
P -3.108 -0.264 0.776 0.826
H 5.183 -0.265 -0.300 0.083
H 3.931 -1.961 1.185 0.088
H 3.879 1.731 -1.018 0.083
H 1.699 -1.997 1.255 0.123
H 1.681 2.023 -0.528 0.106
H -4.258 -1.585 -0.899 -0.017
H -2.777 -2.014 -0.949 0.002
H -3.028 -0.506 -1.550 0.028
H -2.918 1.974 -0.425 0.079
H -4.015 1.853 1.004 -0.063
H -4.577 1.249 -0.341 0.032

Entry 2:
11
Properties=species:S:1:pos:R:3:lowdin_charge:R:1 method="wB97M-V/def2-TZVPD" total_charge=-1 energy_ev=-28381.798 homo_energy_ev="-1.64 / -2.50" homo_lumo_gap_ev="4.6 / 5.6" e_above_lowest_kj_mol=371.5
C -2.410 0.143 0.300 -0.362
C -1.102 -1.125 1.929 -1.257
C -0.047 0.385 -0.976 -0.147
N -2.066 -0.462 1.296 0.021
O -3.082 0.653 -0.540 0.077
S -0.838 -1.022 3.591 0.436
S -0.292 -2.369 1.022 0.749
H -0.747 1.208 -1.077 -0.102
H 0.719 0.342 -0.199 -0.091
H -0.431 -0.633 -1.040 -0.138
H 0.569 -2.632 1.934 -0.185

Entry 3:
17
Properties=species:S:1:pos:R:3:lowdin_charge:R:1 method="wB97M-V/def2-TZVPD" energy_ev=-8428.158 homo_energy_ev=-7.99 smiles="C=COCC(=C)C" homo_lumo_gap_ev=9.0 e_above_lowest_kj_mol=297.4
C 1.942 -0.702 -0.481 -0.056
C 0.767 0.229 -0.450 -0.340
C -0.262 0.116 -1.300 0.009
C -1.693 0.399 0.450 -0.279
C -1.774 -0.879 0.861 0.016
O -0.813 1.418 0.770 -0.109
C 0.569 1.159 0.709 -0.165
H 2.353 -0.809 -1.492 0.081
H 1.640 -1.696 -0.146 0.080
H 2.760 -0.362 0.164 0.079
H -0.836 0.959 -1.677 0.098
H -0.385 -0.774 -1.894 0.088
H -2.581 0.891 0.076 0.120
H -0.932 -1.546 1.020 0.057
H -2.757 -1.236 1.162 0.055
H 1.045 2.134 0.589 0.131
H 0.957 0.702 1.637 0.134

Entry 4:
15
Properties=species:S:1:pos:R:3:lowdin_charge:R:1 method="wB97M-V/def2-TZVPD" total_charge=-1 energy_ev=-17176.532 homo_energy_ev=-2.43 homo_lumo_gap_ev=6.0 e_above_lowest_kj_mol=81.9
C -0.753 -1.022 -2.073 -0.032
C -0.167 0.161 -2.196 -0.313
O -0.453 1.001 -3.245 -0.047
H -0.420 -1.699 -1.300 0.022
H -1.573 -1.337 -2.709 0.039
H 0.605 0.462 -1.463 0.006
H 0.214 1.683 -3.329 0.078
C 0.253 0.678 2.559 -0.268
C 0.226 -0.484 1.569 -0.838
S 1.708 -0.518 0.538 0.174
H 0.331 1.661 2.077 0.044
H 1.172 0.588 3.146 0.038
H -0.622 0.657 3.226 0.045
H -0.714 -0.447 1.005 0.028
H 0.193 -1.386 2.195 0.024

Entry 5:
14
Properties=species:S:1:pos:R:3:lowdin_charge:R:1 method="wB97M-V/def2-TZVPD" energy_ev=-7359.658 homo_energy_ev=-8.46 homo_lumo_gap_ev=9.5 e_above_lowest_kj_mol=250.6
C 1.767 0.330 -0.292 -0.085
C 0.434 0.298 0.396 -0.360
C -0.255 -1.025 0.286 -0.038
C -1.389 -0.433 -0.097 -0.375
O -2.597 -0.992 0.121 0.061
C -0.829 0.931 -0.323 -0.039
H 1.640 -0.039 -1.315 0.085
H 2.202 1.328 -0.306 0.072
H 2.447 -0.356 0.227 0.080
H 0.477 0.676 1.430 0.138
H -2.142 -1.558 0.787 0.115
H 0.076 -2.055 0.221 0.118
H -1.345 1.790 0.114 0.109
H -0.585 1.135 -1.373 0.118

Entry 6:
15
Properties=species:S:1:pos:R:3:lowdin_charge:R:1 method="wB97M-V/def2-TZVPD" energy_ev=-10313.376 homo_energy_ev=-8.84 smiles="C[C@@H](O)N(C)N=O" homo_lumo_gap_ev=9.6 e_above_lowest_kj_mol=345.1
C -0.786 1.737 -0.686 -0.048
O -1.839 -1.213 0.789 -0.091
N -1.809 -0.067 0.332 -0.067
N -0.682 0.425 -0.086 -0.143
H 0.128 -2.068 0.689 0.077
H -1.834 1.950 -0.880 0.086
H -0.233 1.771 -1.625 0.087
H -0.374 2.494 -0.015 0.087
C 0.749 -0.129 0.017 -0.379
C 0.856 -1.288 0.978 -0.045
O 1.200 -0.417 -1.266 0.002
H 0.827 -1.260 -1.554 0.111
H 1.344 0.727 0.356 0.149
H 1.870 -1.680 0.965 0.086
H 0.582 -0.982 1.985 0.088